Record 1
Computed, not measured: one molecule with the formula C5H8N2, with ωB97M-V/def2-TZVPD.

Its SMILES is CC1(C)N[C@H]1C#N. As for the HOMO energy: -10.00 eV. The value obtained for the relative energy (zero: lowest compared OMol25 entry of this formula, charge and spin) is 124.0 kJ/mol. Its LUMO energy is 0.88 eV.

The geometry in XYZ format:
```
15
Properties=species:S:1:pos:R:3:forces:R:3:mulliken_charge:R:1
N -1.414 0.340 -0.336 -0.09 0.15 -0.20 -0.7343
N -0.206 -2.536 -2.059 -0.23 0.67 0.84 -0.4500
C 0.061 0.699 1.631 0.00 -0.02 0.03 -1.4190
C -0.487 -1.848 -1.171 0.21 -0.53 -0.75 0.0303
C 1.121 0.586 -0.723 -0.01 0.01 -0.03 -1.3483
C -0.056 0.257 0.189 0.18 0.03 0.08 1.3763
C -0.850 -0.986 -0.066 0.02 -0.23 0.09 -0.2422
H -1.402 0.521 -1.338 0.00 -0.02 0.11 0.3090
H 0.780 1.005 -1.674 0.01 -0.05 0.08 0.3433
H 0.934 0.247 2.113 -0.09 0.08 -0.09 0.3282
H 1.779 1.323 -0.257 -0.13 -0.06 0.00 0.3599
H -0.835 0.410 2.188 0.12 0.04 -0.08 0.4116
H 1.723 -0.295 -0.958 -0.07 0.03 0.09 0.3251
H -1.302 -1.513 0.772 0.08 0.07 -0.13 0.3775
H 0.154 1.789 1.689 0.02 -0.15 -0.04 0.3327
```
Positions in Å, forces in eV/Å.



Record 2
Computed, not measured: C25H21ClIrN2OTe as an isolated structure, with ωB97M-V/def2-TZVPD.

Its multiplicity is 2. As for the HOMO energy (alpha / beta): -13.99 / -14.03 eV. The value obtained for the relative energy (zero: lowest compared OMol25 entry of this formula, charge and spin) is 0.0 kJ/mol. As for the charge: +2. Its LUMO energy (alpha / beta) is -7.95 / -8.76 eV.

The geometry in XYZ format:
```
52
Properties=species:S:1:pos:R:3:forces:R:3:mulliken_spin:R:1
Ir 0.050 1.269 0.117 0.05 -0.70 -0.13 0.1314
Te 0.231 3.197 1.664 -0.25 0.17 0.17 0.8049
Cl 5.755 -0.879 3.917 0.00 -0.01 0.02 0.0007
O 1.974 1.053 -0.088 0.03 0.30 -0.16 0.0079
N -1.999 1.027 0.105 0.03 0.28 0.19 0.0081
N -0.092 0.009 1.595 0.03 0.31 0.27 0.0114
C -4.716 0.692 0.571 -0.04 0.00 0.04 0.0003
C -4.271 1.339 -0.549 0.00 -0.01 -0.06 0.0015
C 2.783 0.611 0.850 0.00 -0.19 0.01 0.0054
C 1.168 6.788 -0.463 0.00 -0.02 -0.02 0.0082
C -1.223 6.638 -0.505 0.04 0.01 -0.03 0.0012
C 0.962 -0.307 2.314 -0.02 -0.10 -0.12 -0.0051
C -4.148 -0.591 2.636 -0.03 0.03 -0.03 0.0011
C -1.809 -0.979 3.126 0.01 -0.04 -0.03 0.0027
C -2.496 4.710 0.403 -0.03 0.03 0.03 -0.0094
C 4.165 0.756 0.651 -0.07 -0.04 0.08 0.0003
C 4.599 -0.331 2.771 -0.02 -0.02 0.05 0.0038
C 2.616 4.956 0.440 0.02 -0.01 0.06 0.0548
C -2.423 0.322 1.203 -0.04 -0.09 -0.03 -0.0225
C -2.895 1.497 -0.745 0.04 -0.04 -0.07 0.0005
C 2.317 -0.045 2.030 0.01 0.16 -0.04 0.0052
C -3.177 -1.138 3.426 0.00 -0.03 0.06 0.0000
C -1.192 5.396 0.109 0.02 0.02 0.04 0.0109
C 1.265 5.552 0.151 0.01 -0.06 -0.05 -0.0455
C -3.787 0.146 1.485 0.06 -0.04 -0.03 -0.0062
C -0.149 8.718 -1.401 -0.01 0.00 -0.04 -0.0003
C 3.265 -0.504 2.986 0.06 0.00 -0.02 0.0006
C -1.432 -0.246 2.032 -0.08 0.09 -0.07 0.0175
C -0.064 7.358 -0.781 -0.02 -0.02 0.02 0.0050
C 0.067 4.874 0.449 0.11 0.06 -0.10 -0.0141
C 5.048 0.300 1.593 0.06 0.01 -0.04 -0.0015
H 0.836 9.153 -1.555 0.00 0.00 0.00 0.0000
H 3.408 5.647 0.160 0.01 -0.01 -0.01 0.0025
H 6.113 0.418 1.441 0.00 0.00 0.00 -0.0002
H -1.090 -1.468 3.768 0.02 0.03 -0.01 0.0000
H -2.185 7.067 -0.764 0.00 0.00 0.01 0.0007
H -2.368 3.697 0.786 -0.01 -0.05 0.03 0.0247
H -3.102 4.652 -0.503 -0.01 -0.01 0.02 0.0004
H 4.510 1.234 -0.256 -0.01 0.00 -0.01 0.0009
H -5.195 -0.726 2.873 0.00 -0.01 -0.01 0.0001
H 0.760 -0.842 3.235 0.03 -0.08 -0.04 0.0011
H -0.725 9.388 -0.761 0.00 0.00 0.00 0.0006
H -5.777 0.581 0.759 0.00 -0.02 -0.01 0.0000
H -3.070 5.271 1.141 0.00 -0.01 0.00 -0.0008
H -4.957 1.736 -1.284 0.00 0.01 0.01 -0.0001
H -3.450 -1.716 4.298 0.00 0.00 0.00 -0.0001
H 2.754 4.735 1.504 -0.01 0.02 0.00 -0.0011
H 2.077 7.324 -0.707 0.00 0.01 0.02 0.0000
H 2.922 -1.000 3.885 0.00 0.00 0.00 -0.0002
H -2.512 2.014 -1.617 -0.01 0.07 0.04 -0.0001
H 2.769 4.031 -0.121 0.00 0.00 -0.01 -0.0083
H -0.661 8.672 -2.363 0.00 0.00 0.00 0.0007
```
Positions in Å, forces in eV/Å.



Record 3
Computed, not measured: one molecule with the formula C18H16Cl2N4O3S, with ωB97M-V/def2-TZVPD.

Its SMILES is C/C(=N\Nc1ncc(Cl)cc1Cl)c1ccc(S(=O)(=O)NCc2ccco2)cc1. As for the HOMO energy: -8.15 eV. Its LUMO energy is -0.07 eV.

The geometry in XYZ format:
```
44
Properties=species:S:1:pos:R:3:forces:R:3:mulliken_charge:R:1
Cl -2.233 -7.051 4.019 -0.02 -0.18 0.09 -0.2117
Cl -0.026 -2.539 2.113 0.46 -0.17 0.22 -0.1609
S 2.027 3.831 -0.797 0.34 -0.12 0.04 1.4279
O 4.290 3.838 -3.617 0.24 -0.20 0.52 -0.3643
O 1.733 4.644 -1.944 -0.20 -0.28 0.08 -0.6241
O 2.364 4.488 0.430 0.05 -0.19 0.19 -0.7540
N -2.961 -2.128 1.019 -1.08 0.45 -0.58 -0.1744
N 3.286 2.752 -1.097 -0.64 0.47 0.47 -0.3616
N -2.102 -1.147 0.762 0.47 0.45 -0.13 -0.4057
N -3.698 -4.069 1.891 0.01 0.44 -0.24 -0.5275
C -2.421 -0.125 0.060 -0.60 -0.52 0.12 0.7661
C -1.341 1.673 -1.290 -0.03 -0.17 0.23 -0.7721
C 0.692 2.678 -0.542 0.35 0.34 -0.27 -0.1313
C 2.470 3.081 -4.644 0.41 -0.28 0.58 -0.4059
C -3.785 0.116 -0.533 0.17 -0.20 0.13 -1.8285
C -2.660 -3.246 1.742 0.36 -0.59 0.46 0.1452
C 3.027 4.124 -5.423 0.47 0.27 0.14 -0.4388
C -0.315 0.964 0.772 0.00 0.09 -0.09 -0.5377
C -0.315 2.582 -1.481 0.09 0.18 -0.11 -0.3793
C -1.354 0.854 -0.159 0.47 0.38 -0.09 0.7019
C -2.369 -5.574 3.143 0.11 0.32 -0.15 0.4267
C 0.704 1.875 0.583 -0.01 -0.08 0.13 -0.8654
C 3.206 2.048 -2.363 0.15 0.08 -0.46 -0.7549
C -1.266 -4.738 3.001 -0.41 -0.05 -0.09 -0.7142
C 4.125 4.548 -4.746 -0.41 0.27 -0.78 -0.5209
C 3.277 2.949 -3.554 -0.74 -0.55 -0.61 0.5656
C -3.570 -5.194 2.564 0.26 -0.18 0.18 -0.4900
C -1.401 -3.558 2.293 -0.32 -0.03 -0.07 0.7063
H -4.457 -5.805 2.639 -0.02 -0.16 0.09 0.3969
H 4.168 3.230 -0.974 0.11 0.20 0.17 0.3286
H -0.279 3.228 -2.345 -0.05 0.04 -0.14 0.5310
H -3.924 -0.480 -1.436 -0.09 -0.02 -0.08 0.3624
H -3.913 1.164 -0.781 -0.07 0.03 -0.03 0.4608
H -0.315 -5.003 3.434 0.09 -0.01 0.03 0.4381
H -4.563 -0.159 0.180 -0.09 0.01 0.00 0.4921
H 1.508 1.987 1.293 0.07 -0.07 0.17 0.4226
H 2.254 1.511 -2.378 0.14 -0.10 -0.17 0.3009
H -2.116 1.587 -2.036 -0.10 0.02 -0.05 0.4366
H 1.591 2.509 -4.862 -0.21 -0.15 0.03 0.5028
H 2.653 4.504 -6.352 -0.01 0.15 -0.19 0.4130
H -0.334 0.328 1.641 0.02 -0.04 0.11 0.4700
H 4.021 1.315 -2.384 -0.17 0.04 0.07 0.3567
H -3.927 -2.106 0.691 0.27 0.01 0.06 0.3145
H 4.845 5.315 -4.950 0.14 0.08 0.06 0.4564
```
Positions in Å, forces in eV/Å.